17
Properties=species:S:1:pos:R:3:forces:R:3:nbo_charge:R:1 method="wB97M-V/def2-TZVPD" charge=+1 energy_ha=-839.91369 molar_mass_g_mol=147.6 multiplicity=1 orbital_gap_ev=7.77 relative_energy_kj_mol=279.2
Cl 2.1447 -3.6410 1.7575 -0.483 0.515 -0.701 -0.01
O 0.4271 -2.2706 0.2928 -2.339 -2.217 -1.414 -0.67
N 0.0910 0.4226 -0.3058 -2.914 0.361 2.126 -0.35
N -2.1574 0.1977 0.2090 1.293 -0.002 -1.451 -0.74
C -0.8381 1.0544 0.2815 1.790 -2.979 -3.003 0.23
C 2.5710 -1.4249 0.3059 2.203 -0.210 2.309 -0.36
C 2.4395 -0.2088 -0.4387 -0.968 -0.479 -1.127 -0.15
C 1.3872 0.5664 -0.7155 -0.018 1.152 0.981 -0.08
C 1.6745 -2.3390 0.6418 2.194 0.156 1.351 0.33
H -2.0070 -0.5463 0.9008 -0.745 0.103 -0.115 0.46
H 0.2215 -3.1785 -0.0691 -0.387 1.165 0.505 0.51
H -2.9913 0.7686 0.2827 -0.394 -0.158 0.671 0.44
H 3.3008 0.0880 -0.9868 0.910 0.507 0.182 0.24
H -1.0522 2.0219 0.6400 0.224 1.160 0.632 0.21
H 1.5359 1.5575 -1.0747 0.593 0.503 -0.907 0.22
H -2.1686 -0.2224 -0.7623 0.154 0.303 1.391 0.46
H 3.5286 -1.5288 0.9189 -1.113 0.121 -1.429 0.25